[1]
{
  "formula": "C8H26CaO18P2S2",
  "method": "wB97M-V/def2-TZVPD",
  "symbols": ["Ca", "S", "O", "O", "O", "O", "S", "O", "O", "O", "O", "C", "O", "H", "H", "H", "H", "C", "O", "H", "H", "H", "H", "C", "O", "P", "O", "O", "C", "O", "C", "H", "H", "H", "H", "H", "H", "H", "H", "H", "C", "O", "P", "O", "O", "C", "O", "C", "H", "H", "H", "H", "H", "H", "H", "H", "H"],
  "xyz": [[-2.161, -23.201, 4.929], [1.770, -25.945, 2.918], [2.409, -27.184, 3.261], [2.357, -25.190, 1.800], [0.396, -26.318, 2.555], [1.542, -25.073, 4.084], [-3.538, -22.877, -0.759], [-2.143, -22.797, -1.144], [-3.484, -22.467, 0.617], [-4.392, -22.129, -1.684], [-3.938, -24.298, -0.672], [-5.609, -20.045, 8.293], [-5.669, -20.652, 7.069], [-6.088, -20.547, 9.133], [-4.570, -20.198, 8.586], [-5.811, -18.975, 8.344], [-6.353, -20.203, 6.566], [-5.413, -27.386, 7.512], [-4.578, -27.011, 6.437], [-4.827, -27.724, 8.366], [-5.840, -26.418, 7.776], [-6.300, -27.995, 7.340], [-4.183, -27.812, 6.084], [0.475, -27.115, 10.048], [0.226, -26.125, 11.025], [0.371, -24.544, 10.783], [-0.434, -23.950, 9.699], [0.152, -23.874, 12.253], [-0.645, -22.742, 12.307], [1.932, -24.377, 10.570], [2.501, -23.183, 10.008], [1.537, -27.361, 10.044], [0.184, -26.787, 9.050], [-0.114, -27.991, 10.318], [-1.692, -23.025, 12.202], [-0.421, -21.986, 11.553], [-0.583, -22.346, 13.321], [3.349, -22.803, 10.579], [1.830, -22.341, 9.839], [2.916, -23.306, 9.008], [3.569, -18.409, 4.552], [2.784, -17.596, 5.451], [1.182, -17.525, 5.182], [0.446, -18.766, 5.369], [0.663, -16.373, 6.187], [1.035, -16.562, 7.512], [1.070, -16.720, 3.827], [-0.002, -16.842, 2.974], [2.925, -18.918, 3.834], [4.039, -19.200, 5.137], [4.371, -17.866, 4.052], [2.122, -16.567, 7.601], [0.378, -17.324, 7.932], [0.718, -15.662, 8.040], [-0.761, -17.466, 3.446], [0.457, -17.399, 2.157], [-0.538, -15.899, 2.859]],
  "forces_ev_per_a": [[0.5, -0.4, -0.7], [-1.6, 0.4, -1.7], [2.2, -1.1, 0.7], [0.7, -0.2, 0.6], [-2.1, -0.1, -0.7], [0.4, 1.3, 1.6], [-0.4, -2.0, -2.1], [2.0, 0.2, -1.3], [-0.9, 2.1, 3.6], [-0.2, 0.3, 0.6], [-0.6, -0.6, -0.5], [2.0, 0.1, 2.1], [-1.1, -0.2, -1.4], [-1.0, -0.2, -0.3], [0.4, 0.5, 0.2], [-0.2, 0.0, -0.3], [-0.1, -0.3, -0.3], [-0.1, 1.8, 0.6], [-0.2, -0.9, -0.4], [-0.1, -0.3, 0.1], [-0.1, 0.0, 0.5], [0.4, -0.6, -0.6], [0.2, 0.0, -0.3], [0.2, -0.3, -0.7], [-0.2, 2.0, 1.1], [0.0, -0.1, -0.5], [0.2, -0.3, 0.9], [0.9, -1.9, -1.3], [-1.7, 0.9, 0.6], [0.6, 0.3, -0.3], [0.5, 0.8, -0.8], [0.0, 0.0, 0.0], [0.0, 0.1, 0.0], [0.1, 0.1, 0.0], [-0.1, 0.1, -0.3], [0.2, -0.1, 0.1], [0.4, 0.2, -0.1], [-0.2, -0.4, 0.6], [-0.6, -0.3, 0.5], [-0.2, -0.9, -0.1], [-0.1, -0.9, 0.3], [-1.0, 0.4, -0.6], [0.6, 1.3, 0.6], [0.0, -0.4, -0.5], [0.9, -0.3, -1.7], [-0.8, 1.3, 1.4], [2.0, 0.2, 2.0], [-1.5, -1.4, -0.3], [0.1, 0.1, -0.2], [-0.1, 0.1, 0.1], [-0.4, 0.4, 0.1], [-0.1, -0.9, 0.3], [0.9, -0.7, 0.3], [0.0, 0.3, 0.0], [-0.1, -0.4, -0.2], [-1.1, 0.6, -0.9], [0.7, 0.2, -0.8]],
  "mulliken_charge": [0.788, 1.161, -0.680, -0.664, -0.609, -0.640, 1.213, -0.599, -0.576, -0.710, -0.636, -0.573, -0.466, 0.247, 0.220, 0.262, 0.301, -0.546, -0.463, 0.245, 0.202, 0.260, 0.291, -0.638, -0.339, 0.928, -0.539, -0.318, -0.624, -0.317, -0.699, 0.263, 0.362, 0.221, 0.281, 0.286, 0.236, 0.291, 0.276, 0.315, -0.661, -0.357, 1.029, -0.564, -0.341, -0.733, -0.255, -0.684, 0.327, 0.266, 0.244, 0.307, 0.299, 0.254, 0.316, 0.296, 0.244],
  "charge": -2,
  "lumo_ha": 0.0535,
  "e_homo_ev": -0.93,
  "energy_ha": -3831.3123,
  "relative_energy_kcal_mol": 338.3
}



[2]
{
  "formula": "C3H4N2S2",
  "method": "wB97M-V/def2-TZVPD",
  "symbols": ["N", "C", "C", "S", "C", "N", "S", "H", "H", "H", "H"],
  "xyz": [[-0.072, -2.980, -0.967], [0.245, -1.929, -0.656], [0.440, -0.595, -0.088], [1.544, 0.157, -1.385], [-0.833, 0.190, 0.138], [-0.573, 1.198, 0.955], [-2.246, 0.147, -0.759], [1.067, -0.558, 0.832], [1.589, 1.421, -0.916], [0.185, 1.133, 1.638], [-1.346, 1.817, 1.208]],
  "forces_ev_per_a": [[0.1, -0.7, -0.5], [-0.5, 0.5, 1.4], [1.1, 0.0, -0.5], [-0.1, 0.4, -0.1], [-1.0, 0.3, -2.1], [-0.1, 1.2, 2.0], [1.2, -0.5, 0.8], [-0.6, -0.7, -0.5], [-0.1, -0.2, 0.1], [-0.4, 0.1, -0.4], [0.4, -0.3, -0.2]],
  "mulliken_charge": [-0.334, -0.211, 0.278, -0.198, 0.172, -0.355, -0.280, 0.311, 0.147, 0.218, 0.252],
  "charge": 0,
  "lumo_ha": -0.0115,
  "e_homo_ev": -8.96,
  "smiles": "N#C[C@@H](S)C(N)=S",
  "energy_ha": -1022.5688,
  "relative_energy_kcal_mol": 29.4
}



[3]
{
  "formula": "C4H10N2O2",
  "method": "wB97M-V/def2-TZVPD",
  "symbols": ["C", "N", "C", "O", "C", "N", "C", "O", "H", "H", "H", "H", "H", "H", "H", "H", "H", "H"],
  "xyz": [[2.150, 0.156, -1.043], [1.251, 1.254, -0.526], [0.252, 0.829, 0.374], [-0.441, 1.687, 0.879], [-0.172, -0.629, 0.603], [-0.535, -0.854, 1.958], [-1.467, -0.962, -0.348], [-1.257, -1.111, -1.744], [2.819, -0.162, -0.238], [2.610, 0.437, -1.977], [1.509, -0.709, -1.192], [1.737, 2.058, -0.174], [0.614, -1.336, 0.318], [0.184, -1.009, 2.669], [-1.093, -0.215, 2.503], [-2.045, -1.845, -0.112], [-2.058, -0.051, -0.314], [-0.361, -1.362, -1.983]],
  "forces_ev_per_a": [[-1.2, 0.6, 1.3], [0.3, -2.9, 0.2], [-0.7, 1.6, -1.2], [0.2, 0.0, 0.7], [-0.8, -0.7, -1.4], [0.1, -1.0, 2.4], [1.0, 1.1, -0.1], [0.8, 0.3, -0.7], [0.5, 0.2, -0.5], [0.3, 0.1, 0.0], [0.1, 0.1, -0.5], [0.0, 0.5, -0.1], [-0.2, 0.0, 0.4], [0.5, -0.4, -1.2], [-0.7, 0.7, -1.2], [0.2, -0.1, 1.2], [-0.5, -0.1, 0.6], [0.0, -0.1, 0.2]],
  "mulliken_charge": [-0.726, -0.263, 0.439, -0.606, 0.113, -0.693, -0.555, -0.506, 0.331, 0.284, 0.144, 0.293, 0.377, 0.236, 0.229, 0.354, 0.258, 0.291],
  "charge": 0,
  "lumo_ha": 0.0250,
  "e_homo_ev": -9.26,
  "smiles": "CNC(=O)[C@@H](N)CO",
  "energy_ha": -418.3630,
  "relative_energy_kcal_mol": 61.5
}



[4]
{
  "formula": "C30H34ClHfO7",
  "method": "wB97M-V/def2-TZVPD",
  "symbols": ["C", "C", "C", "C", "H", "H", "C", "H", "H", "C", "H", "H", "C", "C", "C", "O", "O", "O", "O", "C", "H", "H", "H", "C", "H", "H", "H", "O", "H", "H", "C", "C", "H", "H", "H", "H", "H", "H", "Hf", "C", "C", "C", "H", "C", "C", "H", "H", "H", "H", "C", "C", "C", "H", "C", "C", "H", "H", "H", "H", "Cl", "C", "C", "C", "C", "C", "C", "C", "O", "O", "H", "H", "H", "H"],
  "xyz": [[-0.040, -0.767, -4.338], [-0.582, -1.824, -3.347], [-0.211, 0.640, -3.676], [-1.297, 0.439, -2.612], [-0.524, 1.356, -4.447], [0.763, 0.941, -3.238], [-1.073, -1.028, -2.141], [0.180, -2.574, -3.106], [-1.458, -2.324, -3.780], [0.024, -0.783, -1.050], [-1.948, -1.502, -1.648], [-2.294, 0.512, -3.105], [-1.187, 1.270, -1.281], [1.408, -0.960, -4.740], [-0.682, -0.839, -5.726], [-1.234, 0.132, -6.229], [2.188, -1.713, -4.215], [1.714, -0.202, -5.816], [-0.560, -1.999, -6.424], [0.055, -3.218, -5.938], [-0.144, -3.426, -4.870], [1.144, -3.191, -6.113], [-0.399, -4.000, -6.558], [3.066, -0.368, -6.264], [3.786, -0.031, -5.500], [3.141, 0.250, -7.161], [3.264, -1.424, -6.511], [-0.537, 0.253, -0.141], [0.947, -0.416, -1.590], [0.269, -1.744, -0.480], [-2.565, 1.521, -0.821], [-0.231, 2.436, -1.257], [-0.082, 2.889, -2.275], [0.793, 2.223, -0.822], [-0.696, 3.197, -0.598], [-2.618, 1.868, 0.213], [-3.201, 0.634, -0.917], [-3.003, 2.312, -1.460], [0.205, -0.311, 1.822], [-1.803, -1.516, 3.176], [-2.499, -1.742, 1.961], [-1.616, -2.340, 1.032], [-3.565, -1.540, 1.785], [-0.329, -2.525, 1.671], [-0.463, -2.039, 3.047], [0.209, -2.277, 3.871], [-2.247, -1.205, 4.128], [-1.900, -2.770, 0.062], [0.463, -3.187, 1.315], [2.293, 0.638, 2.482], [2.312, -0.537, 3.300], [2.316, -1.674, 2.453], [2.397, -0.558, 4.383], [2.233, -1.228, 1.089], [2.232, 0.227, 1.095], [2.393, 0.871, 0.228], [2.465, 1.656, 2.830], [2.448, -2.702, 2.792], [2.390, -1.847, 0.205], [-0.700, 5.563, 8.258], [-0.590, 4.209, 7.215], [-0.448, 2.928, 7.746], [-0.340, 1.844, 6.905], [-0.360, 2.022, 5.530], [-0.556, 3.296, 4.965], [-0.669, 4.389, 5.823], [-0.161, 0.775, 4.722], [0.107, -0.292, 5.262], [-0.279, 0.936, 3.391], [-0.429, 2.788, 8.820], [-0.234, 0.830, 7.303], [-0.627, 3.405, 3.883], [-0.823, 5.375, 5.428]],
  "forces_ev_per_a": [[0.4, 0.0, -0.7], [-0.3, 0.4, 0.1], [0.1, -0.2, -0.3], [0.3, -0.7, 0.7], [0.3, -0.1, 0.3], [-0.6, 0.0, -0.2], [0.6, 0.5, 1.4], [-0.2, 0.2, 0.1], [0.3, 0.0, 0.0], [-0.2, -1.0, -0.1], [0.5, 0.5, -0.3], [0.6, 0.3, 0.5], [0.5, -1.5, -0.1], [0.6, -0.3, 0.5], [-1.3, 1.5, -0.6], [0.7, -2.1, 0.5], [0.0, 0.3, -0.1], [0.4, -0.3, 0.5], [-0.3, 0.3, 0.2], [0.0, 0.0, 0.1], [0.1, 0.2, -0.9], [-0.5, 0.0, 0.1], [0.2, 0.2, 0.2], [0.3, 0.0, -0.2], [-0.4, -0.2, -0.3], [0.0, -0.1, 0.2], [-0.1, 0.4, 0.1], [-0.3, -0.1, -4.2], [-0.7, -0.2, 0.9], [-0.3, 1.6, -0.6], [-1.1, 0.8, 0.2], [0.5, 1.2, 0.0], [-0.3, -0.4, 0.9], [-1.2, -0.1, -0.6], [0.5, -0.2, -0.4], [0.1, 0.0, 0.1], [0.2, 0.1, 0.1], [0.1, -0.2, 0.3], [0.2, -0.4, 0.4], [-0.7, -0.6, 0.1], [0.5, 0.0, 0.0], [-0.7, -0.7, -0.1], [0.6, 0.1, 0.1], [-0.1, -0.5, 0.2], [-0.5, -1.0, 0.4], [-0.6, 0.1, -0.2], [0.2, 0.1, -0.6], [0.1, 0.3, 0.4], [-0.4, 0.0, 0.2], [0.4, 0.2, 0.0], [0.6, -0.4, -0.9], [0.9, 1.0, -0.1], [-0.3, 0.0, -0.3], [0.9, -0.1, 0.7], [1.1, -0.2, -1.0], [0.1, -0.1, 0.1], [-0.3, -0.4, -0.1], [-0.4, 0.3, -0.1], [-0.3, 0.1, 0.4], [-0.1, 0.6, 0.4], [0.0, -1.0, -1.2], [-0.1, 0.6, 0.4], [0.1, -0.1, 0.0], [-0.1, 0.1, -0.3], [0.1, -0.5, 0.7], [0.1, -0.4, 0.4], [-0.3, -0.6, -2.5], [-0.1, 0.9, 0.2], [-0.4, 0.9, 3.7], [0.0, 0.1, 0.0], [0.0, 0.4, -0.2], [0.1, -0.1, 0.3], [0.0, 0.3, -0.1]],
  "mulliken_charge": [2.976, -2.387, -2.436, -0.549, 0.411, 0.496, -0.392, 0.490, 0.552, -1.238, 1.249, 0.634, 1.887, -0.533, 0.757, -0.632, -0.565, -0.243, -0.360, -0.399, 0.252, 0.138, 0.334, -0.748, 0.294, 0.257, 0.300, -0.371, 0.154, 0.647, -1.760, -1.417, 0.216, 0.116, 0.407, 0.371, 0.348, 0.389, 1.435, -0.943, -0.935, -0.556, 0.420, -0.586, -0.493, 0.664, 0.438, 0.712, 0.582, -0.739, -0.553, -0.806, 0.508, -0.333, -0.775, 0.616, 0.482, 0.440, 0.637, -0.241, 0.385, -0.590, -0.429, -0.008, -0.283, -0.640, 0.511, -0.643, -0.550, 0.379, 0.414, 0.424, 0.410],
  "charge": -1,
  "lumo_ha": 0.0774,
  "e_homo_ev": -0.17,
  "energy_ha": -2198.3943,
  "relative_energy_kcal_mol": 25.5
}